[1]
The following is a DFT calculation (ωB97M-V/def2-TZVPD) of a structure of composition C38H54BBiN8S3Se2 in a non-equilibrium geometry.

Results
Charge: 0
Molar mass (g/mol): 1096.82
Kohn-Sham gap (Eh): 0.243
2S+1: 1
LUMO energy (eV): -0.43

The geometry in XYZ format:
```
107
Properties=species:S:1:pos:R:3:mulliken_charge:R:1
C 1.63 0.29 4.38 -0.78
H 0.69 -2.18 -3.62 0.02
H 5.64 0.74 2.87 0.17
N 2.28 0.63 2.32 0.73
H 0.23 4.89 -2.95 0.45
H 6.75 -2.06 0.70 0.55
S -3.47 -1.58 -1.92 -0.32
H -1.47 5.42 -0.64 0.45
H -3.23 1.86 -3.85 0.48
H -1.04 2.98 -0.93 -1.93
C 1.71 -3.26 -1.22 -0.29
C 4.01 1.11 4.27 0.71
C 5.22 4.05 -0.05 -1.43
B 3.05 1.01 1.13 0.67
C 2.31 3.46 -1.43 -0.49
H -1.97 -2.22 3.99 0.39
C 4.52 0.03 5.23 -1.31
N 1.95 0.07 -2.60 1.30
C -3.78 3.00 -2.09 -0.47
C 4.58 -2.68 2.31 -1.34
H 1.36 -4.91 -2.41 0.54
N 2.59 -1.78 0.21 0.25
S -1.69 -1.99 0.47 -0.29
H -1.42 4.25 -2.96 0.38
H -1.18 -3.26 -2.25 0.02
C 4.72 2.96 -1.00 0.32
C 3.16 -0.40 -2.31 -0.56
H 5.12 -3.92 0.64 0.57
H -0.38 -2.40 4.75 0.38
N 2.55 1.93 0.13 1.37
H -0.51 4.75 0.69 0.40
H -4.12 3.87 -0.15 0.53
N 0.97 0.22 2.25 0.30
H 0.63 -3.74 -4.46 0.51
C -3.26 -1.48 -0.21 0.20
C -2.30 1.16 -2.05 0.52
C 5.78 -1.94 0.22 -1.28
C 3.24 2.71 -0.79 -0.22
H 2.49 4.19 -2.20 0.54
H 4.65 4.97 -0.19 0.37
H -1.76 1.46 3.55 0.37
H 4.19 0.75 1.10 -0.67
C 3.43 -2.80 0.09 0.12
C 5.16 1.58 3.39 -1.48
Se 0.00 1.18 -4.26 -0.22
C 0.90 -3.92 -2.31 0.20
H -2.56 2.28 0.98 0.42
H -0.76 -0.15 5.06 0.40
H -0.52 -2.33 2.99 0.10
N -2.09 1.28 -0.75 0.29
H -2.05 0.21 2.33 -0.13
H 2.42 0.66 -5.87 0.54
C 5.66 1.75 -0.98 -1.10
H 5.41 0.39 5.75 0.45
H 3.38 -4.68 -1.10 0.41
H -2.86 0.12 3.88 0.48
C -0.39 4.02 -2.70 -1.03
Bi 0.08 -0.38 -0.35 2.65
C 2.67 0.34 -4.87 -1.03
H 0.27 5.71 -0.57 0.39
H 5.90 -2.11 -0.85 0.20
H 4.85 2.31 2.66 0.07
H 2.18 -3.10 -3.88 0.29
H 4.80 -0.87 4.68 0.18
H 6.58 2.01 -1.51 0.61
H 5.45 -0.91 0.36 -0.08
C 0.58 0.03 3.50 -0.30
H 1.58 0.24 5.46 0.47
H 5.94 1.47 0.04 0.05
H 3.90 -3.42 2.73 0.46
C -0.92 -1.94 3.92 -1.27
H 5.54 -2.75 2.82 0.46
Se -1.45 -0.39 -2.83 0.08
H 6.27 4.26 -0.23 0.43
H 5.11 3.75 0.99 0.18
C -3.12 2.00 -2.78 -1.20
C -0.28 3.71 -1.20 3.05
H 3.32 -0.69 -1.27 0.76
H 4.15 -1.69 2.48 0.08
C 3.91 -0.17 -4.55 -1.04
C -1.93 0.39 3.39 -1.27
C -0.51 4.97 -0.37 -1.77
S -4.48 -1.08 0.81 -0.20
C 4.17 -0.55 -3.24 -1.03
C 1.05 3.11 -0.87 -0.22
H -4.45 3.68 -2.61 0.41
C 4.75 -2.90 0.81 0.12
C 2.92 -3.75 -0.80 -1.12
C -0.59 -4.15 -2.05 -1.31
H -0.95 -4.94 -2.72 0.50
H 3.78 -0.25 5.97 0.38
N 1.20 2.19 0.05 -1.05
C 1.71 0.45 -3.85 -0.25
C 1.12 -3.19 -3.65 -1.23
H 4.67 -0.28 -5.32 0.45
H 5.22 0.89 -1.47 -0.13
H 4.77 3.38 -2.00 0.51
H -0.77 -4.46 -1.02 0.31
C -0.77 -0.41 4.00 0.24
H 5.92 2.04 4.03 0.53
H -0.07 3.17 -3.30 -0.38
H 3.71 1.96 4.88 0.54
C -2.74 2.24 -0.09 -0.34
C -3.60 3.12 -0.72 -0.93
N 1.51 -2.08 -0.59 0.29
C 2.71 0.65 3.62 -0.63
H 5.13 -0.97 -2.96 0.51
```

***

[2]
The following is a DFT calculation (ωB97M-V/def2-TZVPD) of a cluster of 2 separate species, C5H16NO in total in a non-equilibrium geometry.

Results
Charge: +1
Molar mass (g/mol): 106.19
Kohn-Sham gap (Eh): 0.425
2S+1: 1
LUMO energy (eV): -3.33

The geometry in XYZ format:
```
23
Properties=species:S:1:pos:R:3:nbo_charge:R:1
H 1.64 0.99 3.52 0.48
C -1.05 0.44 -0.19 -0.43
H 1.28 1.09 -2.50 0.22
H 0.17 -2.54 -1.02 0.44
H -1.06 1.31 -2.18 0.21
H -0.75 2.44 -0.89 0.24
H -1.37 0.94 0.72 0.25
H -2.00 0.06 -0.60 0.21
H -1.49 -1.28 1.88 0.24
C -0.24 -0.80 0.09 -0.02
H 0.20 -0.98 2.13 0.28
H -0.31 -2.52 1.42 0.21
C 1.01 1.45 -1.51 -0.64
C -0.50 -1.44 1.44 -0.66
N -0.58 -1.85 -1.01 -0.69
H 2.19 1.50 2.23 0.48
H 0.83 -0.69 -0.04 0.22
C -0.52 1.45 -1.26 -0.42
H -0.69 -1.41 -1.93 0.44
O 1.66 0.77 2.58 -0.96
H 1.39 2.47 -1.42 0.24
H 1.59 0.93 -0.73 0.20
H -1.43 -2.33 -0.72 0.44
```